(1)
A single C6H13N2O4P molecule, computed with ωB97M-V with the def2-TZVPD basis set.

Output
multiplicity: 1
total charge: 0
structure (SMILES): [H]/N=C/[C@H](NC(C)=O)P(=O)(OC)OC
energy above the lowest of the compared OMol25 structures with the same formula, charge and spin: 21.0 kcal/mol

XYZ file:
```
26
Properties=species:S:1:pos:R:3:mulliken_charge:R:1
H -3.556 1.343 0.246 0.250
N -2.590 1.008 -0.050 -0.390
C -2.126 -0.093 0.264 -0.387
C -0.695 -0.456 0.120 -0.208
N -0.148 -0.642 1.423 -0.277
C 0.658 -1.673 1.663 0.764
C 1.433 -1.385 2.963 -1.159
O 0.720 -2.743 1.043 -0.641
P 0.208 0.967 -0.646 1.060
O 0.258 2.185 0.173 -0.799
O 1.675 0.283 -0.764 -0.396
C 1.927 -0.876 -1.552 -0.730
O -0.510 1.121 -2.091 -0.323
C -1.058 2.341 -2.376 -0.786
H -2.712 -0.879 0.984 0.241
H -0.571 -1.359 -0.415 0.708
H 0.063 0.245 2.005 0.353
H 2.373 -1.018 2.682 0.264
H 0.796 -0.742 3.670 0.310
H 1.514 -2.302 3.479 0.375
H 2.424 -1.536 -0.827 0.236
H 2.440 -0.534 -2.456 0.296
H 1.055 -1.184 -2.063 0.363
H -0.371 2.738 -3.151 0.290
H -1.015 2.969 -1.529 0.416
H -2.190 2.225 -2.796 0.171
```

(2)
A molecular structure, C6H13N2PbS, computed with ωB97M-V with the def2-TZVPD basis set.

Output
multiplicity: 1
total charge: +1
energy above the lowest of the compared OMol25 structures with the same formula, charge and spin: 0.0 kcal/mol

XYZ file:
```
23
Properties=species:S:1:pos:R:3:mulliken_charge:R:1
C -0.291 2.006 -2.638 -1.242
Pb -1.049 0.555 -1.154 0.413
N 0.183 1.736 0.696 -0.685
H -0.176 -1.064 -1.252 -0.151
H -2.083 -1.177 0.776 0.161
H -0.635 1.690 -3.634 0.348
H 0.805 2.028 -2.606 0.295
H -0.710 2.992 -2.392 0.316
H 1.149 1.402 0.702 0.292
H -0.249 1.473 1.586 0.257
H 0.191 2.754 0.605 0.292
S -1.476 -0.970 1.990 -0.217
C -0.400 -2.333 2.000 0.757
N 0.487 -2.363 3.049 -0.124
C 1.387 -3.380 3.235 -0.174
C 1.403 -4.430 2.338 -0.542
C 0.526 -4.421 1.247 -0.238
C -0.365 -3.363 1.071 -0.523
H 0.470 -1.582 3.704 0.256
H 2.046 -3.282 4.093 0.403
H 2.111 -5.243 2.485 0.385
H 0.548 -5.242 0.532 0.408
H -1.033 -3.291 0.215 0.312
```

(3)
2 unconnected molecules or ions with the total composition C6H13N3, computed with ωB97M-V with the def2-TZVPD basis set.

Output
multiplicity: 1
total charge: 0
structure (SMILES): C=C(C)/N=C(\C)N.C=N
energy above the lowest of the compared OMol25 structures with the same formula, charge and spin: 35.9 kcal/mol

XYZ file:
```
22
Properties=species:S:1:pos:R:3:mulliken_charge:R:1
C 0.754 1.613 -1.736 -1.099
C 1.177 0.773 -0.792 0.806
C 2.358 -0.138 -1.018 -1.254
N 0.627 0.798 0.473 -0.605
C 0.194 -0.191 1.142 0.843
C -0.002 -1.602 0.644 -1.489
N -0.082 -0.004 2.465 -0.414
H -0.086 2.264 -1.576 0.289
H 1.226 1.655 -2.700 0.298
H 3.025 0.286 -1.767 0.428
H 2.027 -1.115 -1.373 0.241
H 2.908 -0.279 -0.088 0.319
H -0.852 -2.063 1.140 0.428
H 0.888 -2.190 0.864 0.325
H -0.169 -1.603 -0.429 0.376
H -0.084 0.960 2.760 0.271
H -0.814 -0.569 2.863 0.244
C -2.773 -0.016 -0.381 -0.352
N -2.370 0.544 0.660 -0.469
H -2.786 0.414 -1.387 0.261
H -3.148 -1.030 -0.298 0.306
H -2.017 1.492 0.536 0.246
```

(4)
A single C6H13N3 molecule, computed with ωB97M-V with the def2-TZVPD basis set.

Output
multiplicity: 1
total charge: 0
structure (SMILES): CCN1CCN=C(C)N1
energy above the lowest of the compared OMol25 structures with the same formula, charge and spin: 53.3 kcal/mol

XYZ file:
```
22
Properties=species:S:1:pos:R:3:mulliken_charge:R:1
C 2.980 -0.355 -0.085 -1.122
C 1.553 -0.805 -0.266 -0.347
N 0.692 0.040 0.576 -0.405
C 0.445 1.444 0.009 -0.557
C -0.983 1.840 0.126 -0.637
N -2.004 0.973 -0.280 -0.582
C -1.747 -0.231 0.000 0.726
C -2.807 -1.306 -0.125 -1.196
N -0.585 -0.644 0.498 -0.112
H 3.652 -0.849 -0.811 0.363
H 3.099 0.724 -0.180 0.302
H 3.379 -0.706 0.900 0.280
H 1.123 -0.638 -1.342 0.339
H 1.511 -1.862 -0.019 0.358
H 1.085 2.117 0.529 0.397
H 0.765 1.510 -1.065 0.301
H -1.072 2.714 -0.503 0.400
H -1.101 2.008 1.205 0.293
H -2.479 -2.214 -0.574 0.348
H -3.691 -0.874 -0.661 0.334
H -3.152 -1.607 0.854 0.300
H -0.664 -1.279 1.214 0.216
```

(5)
A single C6H13N3 molecule, computed with ωB97M-V with the def2-TZVPD basis set.

Output
multiplicity: 1
total charge: 0
structure (SMILES): C=NC[C@](C)(N)C(=C)N
energy above the lowest of the compared OMol25 structures with the same formula, charge and spin: 28.5 kcal/mol

XYZ file:
```
22
Properties=species:S:1:pos:R:3:mulliken_charge:R:1
C 2.877 0.424 1.337 -0.352
N 2.013 -0.399 0.967 -0.341
C 1.170 -0.113 -0.231 -1.310
C -0.296 -0.179 0.201 1.765
C -0.680 1.027 1.056 -1.733
N -0.598 -1.399 0.918 -0.764
C -1.146 -0.150 -1.128 0.306
C -0.772 0.331 -2.312 -1.241
N -2.451 -0.535 -0.872 -0.529
H 3.087 1.374 0.826 0.250
H 3.483 0.197 2.207 0.269
H 1.426 0.865 -0.658 0.448
H 1.390 -0.926 -0.928 0.451
H -0.542 1.946 0.492 0.350
H -0.049 1.063 1.943 0.424
H -1.724 0.947 1.343 0.418
H -0.240 -2.205 0.416 0.229
H -0.159 -1.384 1.832 0.304
H -1.462 0.363 -3.141 0.277
H 0.207 0.722 -2.507 0.263
H -2.542 -1.159 -0.083 0.279
H -2.993 -0.812 -1.676 0.235
```

(6)
2 unconnected molecules or ions with the total composition C6H13N3OS, computed with ωB97M-V with the def2-TZVPD basis set.

Output
multiplicity: 1
total charge: 0
energy above the lowest of the compared OMol25 structures with the same formula, charge and spin: 140.5 kcal/mol

XYZ file:
```
24
Properties=species:S:1:pos:R:3:mulliken_charge:R:1
C 1.775 -1.246 0.106 -0.211
C -0.122 -2.808 0.083 -1.611
C -0.046 -0.817 -1.440 -1.804
C 1.211 3.084 -0.459 -0.877
C -2.073 0.225 0.841 -1.090
C 0.379 -1.358 -0.134 1.822
N 2.916 -1.218 0.111 -0.497
N 0.743 0.996 1.237 -0.543
N 0.162 2.150 -0.211 -0.347
O -0.257 -0.823 2.526 -0.638
S -0.262 -0.202 1.234 1.041
H -1.151 -3.017 -0.460 0.290
H 0.641 -3.436 -0.319 0.425
H -0.375 -3.008 1.088 0.452
H 0.431 -1.184 -2.299 0.443
H 0.087 0.348 -1.499 0.352
H -1.080 -0.987 -1.580 0.462
H 1.853 3.518 0.315 0.319
H 2.004 2.603 -1.057 0.298
H 0.817 3.988 -0.916 0.336
H -2.528 -0.671 1.322 0.370
H -2.516 1.171 1.355 0.353
H -1.994 0.237 -0.222 0.417
H -0.614 2.456 0.378 0.239
```

no.,energy (eV),gap between HOMO and LUMO (eV),LUMO energy (Eh)
1,-26892.083,10.4,0.02835
2,-25487.594,5.3,-0.16620
3,-10901.854,9.0,0.03724
4,-10901.100,9.2,0.03757
5,-10902.175,9.1,0.03831
6,-23779.488,9.0,0.00391